No. 1
Below is a 2-piece molecular cluster, C6H11N overall, with properties calculated with wB97M-V/def2-TZVPD.

Cartesian coordinates (Å):
C  1.80873  -0.83882  -0.04250
C  0.84931  0.09650  0.64644
C  0.35378  1.23141  0.05909
C  0.18336  1.45071  -1.40930
H  1.59779  -0.92724  -1.10473
H  1.70516  -1.82565  0.41008
H  2.84058  -0.53771  0.13801
H  1.04123  0.17897  1.71297
H  0.16800  2.09915  0.67966
H  0.98123  2.09642  -1.78539
H  -0.76459  1.95102  -1.60772
H  0.21114  0.52079  -1.97391
C  -2.15245  -0.46290  0.69987
C  -1.05986  -1.63786  0.73029
N  -0.89481  -2.77956  0.73923
H  -1.57962  0.33536  1.15605
H  -2.25575  -0.32650  -0.36821
H  -3.03323  -0.62410  1.32007

Cartesian forces (eV/Å) of the 2 atoms listed first:
-0.9924 -0.8998 0.3173
1.5479 2.9622 -0.8718

## Properties
DFT total energy in eV: -7888.1892
Structure (SMILES): C/C=C\C.CC#N
Spin multiplicity: 1
Relative energy (zero: lowest compared OMol25 entry of this formula, charge and spin) in kJ/mol: 226.0
F_max in eV/A: 4.02
E_LUMO in eV: 0.645
Gap between HOMO and LUMO in eV: 9.710
HOMO in eV: -9.07

=====

No. 2
Below is C6H11N in the gas phase, with properties calculated with wB97M-V/def2-TZVPD.

Cartesian coordinates (Å):
C  -2.17920  -0.53526  -0.67103
C  -0.94750  -1.02433  -1.08819
C  0.21997  -1.68929  -0.50542
C  0.76206  -0.51710  0.05922
C  2.15360  0.05638  -0.24492
N  0.31427  0.20339  1.27627
C  -0.23044  1.54027  0.99944
H  -2.55210  0.35019  -1.17393
H  -2.94023  -1.10191  -0.12367
H  -0.76797  -0.67156  -2.11011
H  0.16717  -2.63747  0.01717
H  2.62623  0.42756  0.65283
H  2.76409  -0.76675  -0.60921
H  2.01391  0.88258  -0.93375
H  -0.47001  -0.37172  1.60897
H  0.64278  2.21634  0.98148
H  -0.86236  1.92320  1.80762
H  -0.71425  1.71547  0.05722

Cartesian forces (eV/Å) of the 2 atoms listed first:
1.0168 -1.5701 -0.9232
-3.5793 1.2423 -0.5226

## Properties
DFT total energy in eV: -7884.2677
Structure (SMILES): C=C/C=C(/C)NC
Spin multiplicity: 1
Relative energy (zero: lowest compared OMol25 entry of this formula, charge and spin) in kJ/mol: 604.4
F_max in eV/A: 4.62
E_LUMO in eV: -0.607
Gap between HOMO and LUMO in eV: 6.447
HOMO in eV: -7.05

=====

No. 3
Below is C6H11N in the gas phase, with properties calculated with wB97M-V/def2-TZVPD.

Cartesian coordinates (Å):
C  -0.47891  2.22120  -2.69972
C  -0.27683  1.36205  -1.65379
C  0.24423  -0.10433  -1.61808
N  -0.38219  -0.74281  -0.53027
C  0.24263  -1.31873  0.52271
C  -0.14206  -0.84359  1.75739
C  0.43829  -1.12898  3.12160
H  -0.66868  1.91338  -3.65980
H  -0.55214  3.32891  -2.34153
H  -0.49961  1.62493  -0.59538
H  1.39786  -0.15358  -1.72714
H  -0.32902  -0.44996  -2.48290
H  -1.40021  -0.52929  -0.45711
H  1.31836  -1.68633  0.41854
H  -0.89026  0.06833  1.57393
H  0.55741  -2.21944  3.23625
H  -0.12038  -0.57600  3.91618
H  1.54149  -0.76577  3.21910

Cartesian forces (eV/Å) of the 2 atoms listed first:
0.1876 1.1628 5.3694
0.8783 0.5881 0.1509

## Properties
DFT total energy in eV: -7886.6100
Structure (SMILES): C=CCN/C=C/C
Spin multiplicity: 1
Relative energy (zero: lowest compared OMol25 entry of this formula, charge and spin) in kJ/mol: 378.4
F_max in eV/A: 5.50
E_LUMO in eV: 1.132
Gap between HOMO and LUMO in eV: 8.423
HOMO in eV: -7.29

=====

No. 4
Below is C6H11N in the gas phase, with properties calculated with wB97M-V/def2-TZVPD.

Cartesian coordinates (Å):
C  1.97653  -0.78414  0.09718
C  2.06309  0.52642  0.87350
N  0.79829  1.16257  1.28155
C  -0.19782  0.72534  0.71225
C  -1.16068  0.25620  -0.03997
C  -2.07300  -0.85506  0.39726
C  -1.36743  0.90439  -1.38612
H  3.00217  -1.13759  -0.03313
H  1.41054  -1.55059  0.64018
H  1.52383  -0.67807  -0.89549
H  2.59174  1.26916  0.26456
H  2.64906  0.37505  1.78274
H  -1.74436  -1.30436  1.33912
H  -3.09034  -0.47130  0.53518
H  -2.11733  -1.64568  -0.36251
H  -2.33326  1.41934  -1.42497
H  -0.58001  1.63575  -1.59583
H  -1.35104  0.15257  -2.18551

Cartesian forces (eV/Å) of the 2 atoms listed first:
0.0497 -0.0158 0.0159
0.3444 -0.0514 0.0310

## Properties
DFT total energy in eV: -7889.1310
Structure (SMILES): CCN=C=C(C)C
Spin multiplicity: 1
Relative energy (zero: lowest compared OMol25 entry of this formula, charge and spin) in kJ/mol: 135.1
F_max in eV/A: 0.65
E_LUMO in eV: 0.966
Gap between HOMO and LUMO in eV: 9.240
HOMO in eV: -8.27

=====

No. 5
Below is a 2-piece molecular cluster, C6H11N overall, with properties calculated with wB97M-V/def2-TZVPD.

Cartesian coordinates (Å):
C  2.33722  0.21382  0.47527
C  1.29916  -0.73935  0.00697
C  -0.78307  0.06821  -0.04698
C  -1.91249  -0.88715  0.36332
C  -1.15289  0.86579  -1.31093
C  -0.29561  0.87661  1.01313
N  0.32881  1.43712  1.81582
H  2.52025  1.09830  -0.14863
H  3.03291  -0.63456  0.16533
H  2.39846  0.44808  1.54930
H  1.24119  -1.59320  0.69007
H  1.39039  -0.97302  -1.04475
H  -1.68958  -1.36606  1.31873
H  -2.88654  -0.37257  0.48423
H  -2.05681  -1.65601  -0.40248
H  -2.13722  1.36899  -1.23364
H  -0.41944  1.64865  -1.51946
H  -1.21473  0.19635  -2.17532

Cartesian forces (eV/Å) of the 2 atoms listed first:
0.7109 -1.1027 -0.6273
-3.1164 0.8019 -0.1920

## Properties
DFT total energy in eV: -7887.4532
Spin multiplicity: 1
Relative energy (zero: lowest compared OMol25 entry of this formula, charge and spin) in kJ/mol: 297.0
F_max in eV/A: 3.22
E_LUMO in eV: 0.808
Gap between HOMO and LUMO in eV: 9.513
HOMO in eV: -8.70

=====

No. 6
Below is C6H11N in the gas phase, with properties calculated with wB97M-V/def2-TZVPD.

Cartesian coordinates (Å):
C  -0.48598  0.25126  2.00961
C  -0.47041  -0.24030  0.58392
C  0.76334  -0.44648  -0.14273
C  2.08049  -0.86087  0.43449
C  0.47413  0.01086  -1.39489
C  -0.74915  0.75469  -1.19786
N  -1.79162  0.67120  -2.11523
H  -0.16535  -0.53130  2.70955
H  0.18518  1.10245  2.15104
H  -1.48919  0.55844  2.31207
H  -1.28422  -0.91172  0.33313
H  2.82469  -1.00139  -0.35099
H  1.99646  -1.78663  1.00979
H  2.46115  -0.09328  1.11626
H  0.95461  -0.18976  -2.34690
H  -0.68221  1.72421  -0.72059
H  -2.01774  -0.25340  -2.44865
H  -2.60416  1.24202  -1.94203

Cartesian forces (eV/Å) of the 2 atoms listed first:
0.0044 0.0035 0.0085
-0.4018 0.4993 -0.7116

## Properties
DFT total energy in eV: -7888.2042
Structure (SMILES): C/C=C(C)/C=C/N
Spin multiplicity: 1
Relative energy (zero: lowest compared OMol25 entry of this formula, charge and spin) in kJ/mol: 224.5
F_max in eV/A: 1.01
E_LUMO in eV: 1.076
Gap between HOMO and LUMO in eV: 8.640
HOMO in eV: -7.56

=====

No. 7
Below is C6H11N as an isolated structure, with properties calculated with wB97M-V/def2-TZVPD.

Cartesian coordinates (Å):
C  0.77222  -1.58026  -1.07585
C  1.46293  -0.33466  -0.61783
C  0.42948  0.77371  -0.36826
C  -0.42543  0.54779  0.87864
C  -1.55201  1.58364  0.98986
C  -1.00826  -0.86302  1.01348
N  -0.56893  -1.74856  0.20818
H  -0.48689  -2.65866  -0.15201
H  0.31351  -1.50161  -2.07700
H  1.43076  -2.47880  -1.07065
H  2.00046  -0.55381  0.31528
H  2.21307  0.01903  -1.33368
H  0.94400  1.73382  -0.26360
H  -0.22720  0.85863  -1.24698
H  0.21889  0.66714  1.76718
H  -1.14871  2.60397  0.97899
H  -2.24188  1.48854  0.14328
H  -2.12602  1.44310  1.91095

Cartesian forces (eV/Å) of the 2 atoms listed first:
-0.5135 0.7594 0.7784
0.1978 0.3132 0.0543

## Properties
DFT total energy in eV: -7886.8411
Spin multiplicity: 1
Relative energy (zero: lowest compared OMol25 entry of this formula, charge and spin) in kJ/mol: 356.1
F_max in eV/A: 4.47
E_LUMO in eV: 1.009
Gap between HOMO and LUMO in eV: 8.274
HOMO in eV: -7.26

=====

No. 8
Below is C6H11N in the gas phase, with properties calculated with wB97M-V/def2-TZVPD.

Cartesian coordinates (Å):
C  -0.22022  1.05170  -1.83933
C  0.78506  1.21891  -0.73006
C  0.26126  0.67694  0.61456
C  0.23803  -0.84787  0.71647
C  -0.46772  -1.34565  1.97926
C  -0.37059  -1.52014  -0.49366
N  -0.67122  -1.03304  -1.56284
H  -0.83854  -0.52114  -2.42439
H  -1.14627  1.61452  -1.68612
H  0.18856  1.22758  -2.84084
H  1.72153  0.70359  -0.99207
H  1.05724  2.27639  -0.59282
H  0.88698  1.05377  1.43307
H  -0.75116  1.06875  0.78721
H  1.27444  -1.21863  0.73914
H  0.00893  -0.93487  2.87593
H  -1.51813  -1.03274  1.98294
H  -0.43818  -2.43806  2.03356

Cartesian forces (eV/Å) of the 2 atoms listed first:
0.1618 0.6797 0.0222
0.0740 -0.0752 0.0528

## Properties
DFT total energy in eV: -7885.8809
Spin multiplicity: 1
Relative energy (zero: lowest compared OMol25 entry of this formula, charge and spin) in kJ/mol: 448.7
F_max in eV/A: 0.70
E_LUMO (spin up / spin down) in eV: 1.047 / 0.970
Gap between HOMO and LUMO (spin up / spin down) in eV: 7.770 / 7.910
HOMO (spin up / spin down) in eV: -6.72 / -6.94

=====

No. 9
Below is C6H11N in the gas phase, with properties calculated with wB97M-V/def2-TZVPD.

Cartesian coordinates (Å):
C  -2.75928  -0.02537  0.21537
N  -1.39245  -0.23232  -0.52203
C  -0.13174  -0.80575  0.27343
C  1.14460  -1.31106  -0.31863
C  1.79322  0.00589  0.32450
C  0.86915  1.32902  -0.04875
C  -0.08395  0.38264  -0.66163
H  -3.36804  0.64126  -0.50746
H  -2.73642  0.32080  1.15175
H  -3.07198  -0.99408  0.23293
H  -0.04058  -0.56042  1.40329
H  1.65519  -2.32078  0.07240
H  1.29093  -0.91474  -1.48828
H  2.78483  0.05629  0.04396
H  1.87322  -0.00463  1.51103
H  1.47535  2.14270  -0.66071
H  0.36270  2.20071  0.69274
H  0.33524  0.08984  -1.71389

Cartesian forces (eV/Å) of the 2 atoms listed first:
2.4578 1.8647 -5.8760
-0.0331 -1.2539 1.4560

## Properties
DFT total energy in eV: -7882.0915
Structure (SMILES): CN1[C@H]2CCC[C@@H]21
Spin multiplicity: 1
Relative energy (zero: lowest compared OMol25 entry of this formula, charge and spin) in kJ/mol: 814.3
F_max in eV/A: 6.64
E_LUMO in eV: 1.134
Gap between HOMO and LUMO in eV: 9.021
HOMO in eV: -7.89

=====

No. 10
Below is C6H11N in the gas phase, with properties calculated with wB97M-V/def2-TZVPD.

Cartesian coordinates (Å):
C  1.82579  -0.64461  0.09146
C  0.55494  0.15448  0.42731
C  0.67475  1.53004  -0.24234
C  -0.70906  -0.66994  0.00810
C  -2.05645  -0.36390  0.69496
C  -0.84765  -0.51116  -1.44764
N  -0.88345  -0.27660  -2.58003
H  2.03244  -1.43669  0.81832
H  2.70212  0.01256  0.05669
H  1.73795  -1.10338  -0.90126
H  0.49435  0.30581  1.51310
H  1.51049  2.06803  0.21844
H  -0.22233  2.15052  -0.15002
H  0.90322  1.42389  -1.30945
H  -0.49328  -1.72982  0.20337
H  -2.83080  -1.03612  0.30451
H  -1.99675  -0.53393  1.77532
H  -2.39628  0.66083  0.51915

Cartesian forces (eV/Å) of the 2 atoms listed first:
0.0246 -0.0551 0.0153
0.0204 0.0133 0.0606

## Properties
DFT total energy in eV: -7890.3807
Structure (SMILES): CC(C)[C@@H](C)C#N
Spin multiplicity: 1
Relative energy (zero: lowest compared OMol25 entry of this formula, charge and spin) in kJ/mol: 14.5
F_max in eV/A: 1.06
E_LUMO in eV: 0.931
Gap between HOMO and LUMO in eV: 12.272
HOMO in eV: -11.34

=====

No. 11
Below is C6H11N in the gas phase, with properties calculated with wB97M-V/def2-TZVPD.

Cartesian coordinates (Å):
C  0.77849  -3.27794  -0.82348
C  0.54966  -1.96826  -1.00289
N  1.27444  -0.75554  -0.42640
C  0.96810  0.68772  -0.74820
C  -0.51831  1.08753  -0.45480
C  -0.79629  1.92459  0.61232
C  -1.55388  1.75440  1.80625
H  1.54161  -3.56209  -0.02690
H  0.53815  -4.00234  -1.60859
H  -0.33719  -1.66174  -1.53807
H  1.49490  -0.85631  0.52343
H  1.12273  0.62409  -1.89615
H  1.57697  1.44135  -0.21079
H  -1.07079  0.75130  -1.43955
H  -0.00926  2.71659  0.55779
H  -1.18192  1.14466  2.66297
H  -2.57116  1.22134  1.76768
H  -1.80625  2.73065  2.24536

Cartesian forces (eV/Å) of the 2 atoms listed first:
2.1992 0.7880 1.0634
0.3000 2.5298 0.9107

## Properties
DFT total energy in eV: -7885.3634
Structure (SMILES): C=CNC/C=C/C
Spin multiplicity: 1
Relative energy (zero: lowest compared OMol25 entry of this formula, charge and spin) in kJ/mol: 498.6
F_max in eV/A: 5.06
E_LUMO in eV: 0.450
Gap between HOMO and LUMO in eV: 8.548
HOMO in eV: -8.10

=====

No. 12
Below is C6H11N in the gas phase, with properties calculated with wB97M-V/def2-TZVPD.

Cartesian coordinates (Å):
C  -3.05897  1.00011  0.15757
C  -2.16523  0.11472  -0.24999
C  -0.71818  0.31975  -0.38784
N  -0.31592  1.51149  -1.01492
C  0.15815  -0.62320  0.00460
C  1.63614  -0.37247  0.01057
C  2.44583  -1.42244  0.75474
H  -4.08646  0.69785  0.29940
H  -2.76465  1.99618  0.46746
H  -2.49577  -0.88146  -0.53611
H  0.59995  1.82334  -0.71818
H  -0.98364  2.25941  -0.86770
H  -0.14089  -1.66177  -0.09270
H  1.85708  0.65793  0.29762
H  2.06292  -0.35884  -1.01077
H  3.50346  -1.19228  0.70647
H  2.28863  -2.42799  0.36684
H  2.17757  -1.44032  1.81295

Cartesian forces (eV/Å) of the 2 atoms listed first:
0.1136 0.0249 0.2648
-0.0592 -0.6908 -0.6459

## Properties
DFT total energy in eV: -7889.1448
Structure (SMILES): C=C/C(N)=C/CC
Spin multiplicity: 1
Relative energy (zero: lowest compared OMol25 entry of this formula, charge and spin) in kJ/mol: 133.8
F_max in eV/A: 1.27
E_LUMO in eV: 1.059
Gap between HOMO and LUMO in eV: 8.952
HOMO in eV: -7.89